Molecular formula: CHBrCl2
Method: DFT, ωB97M-V/def2-TZVPD

Cartesian coordinates (Å):
1 C -0.426 -0.847 0.089
2 Cl -0.601 -1.448 1.580
3 Cl -0.387 -1.775 -1.253
4 Br -2.834 0.232 -0.212
5 H -0.168 0.201 0.081

Computed properties:
Charge ... 0
E_HOMO ... -9.404 eV
Multiplicity ... 1
Energy above the lowest of the compared OMol25 structures with the same formula, charge and spin ... 22.9 kcal/mol

=====

Molecular formula: C4H11N3S
Method: DFT, ωB97M-V/def2-TZVPD

Cartesian coordinates (Å):
1 C -0.774 -1.364 -0.389
2 C 0.158 0.359 1.183
3 C -1.204 -0.058 0.512
4 C -1.723 1.110 -0.292
5 N 2.586 -0.724 0.673
6 N 2.075 1.307 -0.953
7 N 0.429 -1.110 -1.127
8 S 1.538 0.062 -0.103
9 H -0.733 -2.184 0.413
10 H -1.668 -1.546 -1.084
11 H 0.125 1.464 1.671
12 H 0.377 -0.400 1.952
13 H -1.856 -0.460 1.391
14 H -1.048 1.499 -1.032
15 H -1.725 1.989 0.397
16 H -2.644 0.986 -0.820
17 H 3.616 -0.671 0.444
18 H 1.491 1.718 -1.667
19 H 0.980 -1.976 -1.167

Computed properties:
Charge ... 0
E_HOMO ... -9.056 eV
Multiplicity ... 1
Energy above the lowest of the compared OMol25 structures with the same formula, charge and spin ... 98.6 kcal/mol
Structure (SMILES) ... C[C@H]1CNS(=N)(=N)C1

=====

Molecular formula: C3H7N4O
Method: DFT, ωB97M-V/def2-TZVPD

Cartesian coordinates (Å):
1 C -2.736 -0.394 -0.486
2 C -0.578 0.818 -0.076
3 C 1.644 -0.514 -0.192
4 N 3.996 -0.162 -0.298
5 N 2.833 -0.399 -0.229
6 N -1.859 0.447 0.271
7 N 0.487 -0.204 0.595
8 O -3.844 -0.623 -0.224
9 H -0.514 0.780 -1.092
10 H -0.509 1.774 0.242
11 H -2.068 -0.841 -1.373
12 H 4.770 -0.877 -0.272
13 H -2.303 0.996 1.022
14 H 0.771 0.168 1.464
15 H -0.092 -0.969 0.648

Computed properties:
Charge ... +1
E_HOMO ... -13.745 eV
Multiplicity ... 1
Energy above the lowest of the compared OMol25 structures with the same formula, charge and spin ... 128.7 kcal/mol

=====

Molecular formula: C2H8BN
Method: DFT, ωB97M-V/def2-TZVPD

Cartesian coordinates (Å):
1 B -0.131 0.043 0.043
2 C 1.617 0.515 -0.285
3 C -1.659 0.607 -0.200
4 N 0.034 -1.225 0.693
5 H -2.330 0.280 0.687
6 H 1.763 1.471 -0.703
7 H 2.229 0.257 0.645
8 H 1.821 -0.240 -1.074
9 H -1.722 1.704 -0.317
10 H -2.057 0.131 -1.073
11 H 1.014 -1.501 0.580
12 H -0.580 -2.042 1.004

Computed properties:
Charge ... 0
E_HOMO ... -10.051 eV
Multiplicity ... 1
Energy above the lowest of the compared OMol25 structures with the same formula, charge and spin ... 15.1 kcal/mol
Structure (SMILES) ... CB(C)N

=====

Molecular formula: C30H60O30
Method: DFT, ωB97M-V/def2-TZVPD

Cartesian coordinates (Å):
1 C 5.204 1.844 -2.040
2 O 5.080 0.485 -2.510
3 C 6.098 -0.087 -3.117
4 O 7.143 0.502 -3.529
5 O 5.825 -1.368 -3.335
6 C 6.671 -2.197 -4.088
7 H 5.132 2.672 -2.744
8 H 6.037 1.887 -1.338
9 H 4.302 1.944 -1.437
10 H 6.563 -1.925 -5.139
11 H 6.263 -3.202 -3.989
12 H 7.683 -2.201 -3.684
13 C -7.399 3.371 9.251
14 O -7.535 4.257 10.328
15 C -8.619 4.468 11.054
16 O -9.804 4.248 10.747
17 O -8.196 5.090 12.188
18 C -9.134 5.684 13.086
19 H -8.024 3.730 8.434
20 H -7.639 2.345 9.528
21 H -6.382 3.410 8.860
22 H -8.699 5.639 14.084
23 H -9.930 4.947 13.197
24 H -9.641 6.589 12.751
25 C -9.014 -4.588 5.160
26 O -8.010 -4.597 4.185
27 C -7.952 -3.813 3.210
28 O -8.568 -2.756 3.117
29 O -7.206 -4.466 2.237
30 C -7.145 -3.962 0.914
31 H -9.922 -4.964 4.689
32 H -9.130 -3.619 5.645
33 H -8.890 -5.263 6.007
34 H -6.922 -2.895 0.919
35 H -8.099 -3.999 0.389
36 H -6.329 -4.296 0.273
37 C -7.265 2.674 -4.385
38 O -6.894 2.275 -5.748
39 C -7.296 1.175 -6.274
40 O -7.940 0.307 -5.674
41 O -6.724 1.093 -7.500
42 C -6.847 -0.039 -8.275
43 H -6.714 3.608 -4.278
44 H -7.052 1.900 -3.647
45 H -8.310 2.981 -4.409
46 H -6.673 -1.012 -7.817
47 H -6.102 0.059 -9.064
48 H -7.819 0.030 -8.765
49 C 4.586 -4.133 4.560
50 O 5.755 -3.693 5.268
51 C 6.446 -4.382 6.084
52 O 6.302 -5.508 6.462
53 O 7.532 -3.619 6.380
54 C 8.716 -4.121 7.000
55 H 4.702 -5.152 4.190
56 H 4.475 -3.329 3.832
57 H 3.732 -4.174 5.236
58 H 8.482 -4.924 7.698
59 H 9.152 -3.269 7.522
60 H 9.340 -4.705 6.324
61 C 9.621 3.176 10.564
62 O 8.495 2.570 9.910
63 C 7.622 3.315 9.208
64 O 7.736 4.540 9.003
65 O 6.717 2.475 8.621
66 C 5.621 3.093 8.007
67 H 10.493 2.645 10.183
68 H 9.690 3.098 11.649
69 H 9.836 4.194 10.242
70 H 4.841 3.322 8.733
71 H 5.090 2.404 7.351
72 H 6.018 3.942 7.451
73 C 9.910 -0.844 -12.833
74 O 9.329 0.350 -12.484
75 C 8.078 0.265 -11.931
76 O 7.432 -0.730 -11.572
77 O 7.568 1.544 -11.805
78 C 6.118 1.741 -11.561
79 H 10.096 -1.400 -11.914
80 H 10.941 -0.626 -13.115
81 H 9.408 -1.510 -13.535
82 H 5.799 1.139 -10.710
83 H 5.606 1.489 -12.490
84 H 5.862 2.755 -11.255
85 C -1.839 2.555 -14.171
86 O -2.254 2.007 -15.482
87 C -1.427 1.638 -16.412
88 O -0.231 1.639 -16.281
89 O -2.159 1.115 -17.375
90 C -1.617 0.261 -18.381
91 H -0.958 3.188 -14.285
92 H -1.722 1.733 -13.465
93 H -2.429 3.296 -13.631
94 H -2.389 -0.063 -19.079
95 H -1.256 -0.703 -18.021
96 H -0.762 0.620 -18.953
97 C -1.599 -4.757 9.489
98 O -1.941 -3.718 10.322
99 C -1.767 -2.410 9.951
100 O -1.373 -2.041 8.817
101 O -2.155 -1.648 11.023
102 C -1.639 -0.277 10.994
103 H -0.563 -4.557 9.217
104 H -2.282 -4.993 8.672
105 H -1.621 -5.672 10.080
106 H -1.605 0.068 9.961
107 H -0.650 -0.171 11.441
108 H -2.367 0.296 11.568
109 C -1.890 0.154 0.707
110 O -1.596 -0.503 -0.520
111 C -1.319 0.250 -1.616
112 O -1.306 1.472 -1.588
113 O -1.008 -0.453 -2.713
114 C -0.906 0.097 -4.029
115 H -2.911 0.530 0.650
116 H -1.142 0.887 1.009
117 H -1.989 -0.564 1.522
118 H -0.524 1.112 -3.920
119 H -1.846 0.228 -4.564
120 H -0.280 -0.515 -4.678

Computed properties:
Charge ... 0
E_HOMO ... -10.493 eV
Multiplicity ... 1
Energy above the lowest of the compared OMol25 structures with the same formula, charge and spin ... 145.1 kcal/mol
Structure (SMILES) ... COC(=O)OC.COC(=O)OC.COC(=O)OC.COC(=O)OC.COC(=O)OC.COC(=O)OC.COC(=O)OC.COC(=O)OC.COC(=O)OC.COC(=O)OC

=====

Molecular formula: C22H43N2OP3Pd
Method: DFT, ωB97M-V/def2-TZVPD

Cartesian coordinates (Å):
1 Pd -0.135 -0.952 -2.076
2 P -0.990 -1.568 0.121
3 P 2.261 -1.645 -1.735
4 P -2.282 -1.472 -3.163
5 H 1.220 4.213 0.161
6 C 0.369 3.619 -0.089
7 C -0.347 3.058 0.919
8 H 0.040 3.060 1.958
9 C -0.116 -0.780 1.542
10 C -0.985 -3.356 0.616
11 C -2.724 -1.126 0.537
12 C 3.138 -0.059 -1.716
13 C 2.553 -2.334 -0.085
14 C 2.929 -2.737 -2.993
15 C -3.412 -0.060 -2.919
16 C -3.245 -2.949 -2.729
17 C -2.022 -1.646 -4.969
18 H -0.004 3.676 -1.117
19 H -1.287 2.530 0.758
20 H 0.308 0.190 1.277
21 H 0.711 -1.410 1.886
22 H -0.827 -0.637 2.368
23 H 0.031 -3.735 0.750
24 H -1.465 -3.965 -0.161
25 H -1.537 -3.526 1.558
26 H -2.961 -0.123 0.174
27 H -2.835 -1.143 1.635
28 H -3.444 -1.839 0.105
29 H 4.112 -0.010 -2.207
30 H 3.316 0.306 -0.689
31 H 2.469 0.634 -2.224
32 H 3.446 -2.978 -0.038
33 H 1.687 -2.945 0.186
34 H 2.671 -1.552 0.681
35 H 3.981 -3.016 -2.989
36 H 2.688 -2.342 -3.987
37 H 2.377 -3.678 -2.905
38 H -4.177 -0.021 -3.704
39 H -2.797 0.850 -2.959
40 H -3.912 -0.097 -1.939
41 H -4.066 -3.121 -3.443
42 H -3.658 -2.851 -1.719
43 H -2.559 -3.807 -2.767
44 H -2.952 -1.836 -5.517
45 H -1.326 -2.461 -5.198
46 H -1.586 -0.695 -5.285
47 C 0.101 1.299 -4.185
48 C 1.223 0.627 -4.773
49 C 1.604 0.892 -6.081
50 C 0.901 1.843 -6.835
51 C -0.173 2.558 -6.272
52 C -0.547 2.318 -4.972
53 O -0.428 1.060 -3.018
54 H 0.562 -2.465 -2.145
55 H 1.724 -0.133 -4.187
56 H 2.469 0.347 -6.486
57 H 1.196 2.026 -7.877
58 H -0.740 3.284 -6.870
59 H -1.392 2.848 -4.519
60 N 3.947 2.920 4.748
61 C 3.622 2.085 3.714
62 C 2.977 2.591 2.568
63 C 2.753 1.723 1.506
64 N 3.046 0.413 1.566
65 C 3.717 -0.057 2.636
66 C 3.990 0.719 3.755
67 H 3.632 3.874 4.742
68 H 4.352 2.572 5.596
69 H 2.701 3.636 2.510
70 H 2.320 2.120 0.598
71 H 4.064 -1.090 2.596
72 H 4.508 0.304 4.616

Computed properties:
Charge ... +4
E_HOMO (alpha / beta) ... -19.396 / -19.502 eV
Multiplicity ... 5

=====

Molecular formula: C31H39AsF6N6OSV
Method: DFT, ωB97M-V/def2-TZVPD

Cartesian coordinates (Å):
1 V 13.545 -11.813 11.988
2 N 14.978 -10.619 12.442
3 C 14.591 -9.132 12.540
4 C 13.932 -8.691 11.250
5 C 12.447 -9.122 11.148
6 N 12.254 -10.546 11.299
7 H 15.635 -10.864 13.140
8 H 15.542 -10.638 11.559
9 H 15.414 -8.531 12.878
10 H 13.784 -9.084 13.268
11 H 14.564 -9.005 10.385
12 H 13.946 -7.598 11.244
13 H 12.087 -8.797 10.155
14 H 11.862 -8.571 11.915
15 H 11.234 -10.706 11.212
16 H 8.296 -11.106 14.613
17 S 12.824 -12.692 13.776
18 C 12.630 -14.431 13.674
19 C 11.942 -15.058 14.707
20 C 11.795 -16.427 14.701
21 C 12.431 -17.150 13.666
22 C 13.034 -16.509 12.579
23 C 13.190 -15.109 12.593
24 As 13.623 -14.034 11.015
25 C 11.936 -14.110 9.997
26 C 11.703 -13.146 8.962
27 C 10.440 -12.762 8.615
28 C 9.320 -13.271 9.306
29 C 9.533 -14.277 10.285
30 C 10.848 -14.750 10.547
31 C 14.970 -15.060 10.027
32 C 14.959 -15.196 8.662
33 C 16.055 -15.830 8.066
34 C 17.167 -16.217 8.825
35 C 17.153 -16.078 10.225
36 C 16.054 -15.450 10.822
37 H 11.544 -14.454 15.557
38 H 11.169 -17.027 15.431
39 H 12.513 -18.266 13.766
40 H 13.395 -17.153 11.789
41 H 12.582 -12.710 8.457
42 H 10.347 -12.016 7.811
43 H 8.344 -12.945 9.008
44 H 8.630 -14.733 10.767
45 H 10.957 -15.626 11.190
46 H 14.079 -14.846 8.150
47 H 15.996 -16.097 6.991
48 H 18.075 -16.662 8.408
49 H 17.919 -16.535 10.895
50 H 16.047 -15.204 11.881
51 C 5.290 -10.627 13.712
52 C 6.603 -11.467 13.586
53 O 7.421 -10.733 14.543
54 C 6.702 -12.986 13.944
55 F 5.861 -13.376 14.916
56 F 6.578 -13.771 12.841
57 F 7.993 -13.239 14.481
58 C 7.180 -11.172 12.202
59 F 7.067 -9.841 11.830
60 F 8.572 -11.453 12.021
61 F 6.537 -11.836 11.205
62 H 5.557 -9.627 13.329
63 H 5.199 -10.458 14.781
64 H 4.459 -11.163 13.239
65 C 16.476 -7.119 6.605
66 N 16.736 -7.682 5.234
67 C 15.449 -7.592 4.531
68 N 14.316 -8.325 5.149
69 C 14.162 -7.744 6.506
70 N 15.436 -7.898 7.294
71 C 15.789 -9.297 7.391
72 N 15.993 -9.803 6.061
73 C 17.056 -9.108 5.342
74 C 14.729 -9.712 5.266
75 H 16.134 -6.082 6.475
76 H 17.346 -7.099 7.260
77 H 15.574 -8.077 3.530
78 H 15.128 -6.560 4.496
79 H 13.375 -8.256 7.033
80 H 13.880 -6.692 6.354
81 H 14.997 -9.889 7.880
82 H 16.727 -9.421 7.926
83 H 17.218 -9.578 4.404
84 H 17.992 -9.144 5.937
85 H 13.941 -10.395 5.714
86 H 14.936 -9.989 4.231

Computed properties:
Charge ... +2
E_HOMO (alpha / beta) ... -12.219 / -12.219 eV
Multiplicity ... 2
Energy above the lowest of the compared OMol25 structures with the same formula, charge and spin ... 0.0 kcal/mol

=====

Molecular formula: C20H32BrO10PbS2
Method: DFT, ωB97M-V/def2-TZVPD

Cartesian coordinates (Å):
1 Pb 21.489 24.502 -14.062
2 C 17.107 23.887 -11.772
3 C 18.371 24.832 -11.869
4 C 19.403 24.792 -10.690
5 O 19.028 24.497 -13.110
6 H 17.205 22.840 -11.487
7 H 16.511 23.956 -12.683
8 H 16.365 24.435 -11.191
9 H 18.024 25.838 -12.104
10 H 20.184 25.551 -10.633
11 H 19.895 23.820 -10.669
12 H 18.882 24.950 -9.746
13 C 20.456 21.797 -16.590
14 C 20.849 23.170 -17.027
15 C 20.516 23.306 -18.530
16 O 20.216 24.116 -16.213
17 H 20.279 21.698 -15.519
18 H 21.093 20.984 -16.937
19 H 19.449 21.565 -16.936
20 H 21.899 23.456 -16.971
21 H 20.569 24.340 -18.871
22 H 19.448 23.124 -18.650
23 H 21.143 22.824 -19.281
24 Br 23.355 25.625 -12.191
25 C 21.190 28.595 -13.610
26 C 20.174 27.984 -14.167
27 C 18.667 28.480 -13.963
28 O 17.586 28.001 -14.436
29 C 18.442 29.505 -13.114
30 C 19.515 30.193 -12.434
31 C 20.973 29.699 -12.756
32 O 21.925 30.323 -12.212
33 O 19.477 31.080 -11.600
34 O 20.456 26.952 -14.837
35 H 22.199 28.231 -13.735
36 H 17.455 29.911 -12.950
37 C 21.071 19.413 -10.539
38 C 21.868 18.625 -11.671
39 C 21.804 19.593 -12.924
40 S 22.147 21.224 -12.227
41 O 21.468 22.322 -12.935
42 O 23.525 21.296 -11.998
43 C 21.286 20.901 -10.587
44 H 21.558 18.947 -9.682
45 H 20.067 18.989 -10.578
46 H 21.327 17.690 -11.812
47 H 22.877 18.349 -11.363
48 H 20.865 19.674 -13.472
49 H 22.548 19.387 -13.694
50 H 20.324 21.382 -10.762
51 H 21.694 21.489 -9.765
52 C 26.332 23.207 -13.935
53 C 26.171 21.808 -14.659
54 C 25.222 21.765 -15.809
55 S 24.733 23.571 -16.042
56 O 23.580 23.983 -15.227
57 O 24.726 23.962 -17.447
58 C 26.134 24.202 -15.126
59 H 27.367 23.138 -13.600
60 H 25.548 23.285 -13.182
61 H 25.996 20.974 -13.979
62 H 27.098 21.333 -14.977
63 H 24.456 20.995 -15.730
64 H 25.736 21.496 -16.732
65 H 25.994 25.251 -14.866
66 H 27.014 24.355 -15.751

Computed properties:
Charge ... -2
E_HOMO (alpha / beta) ... -1.388 / -0.301 eV
Multiplicity ... 2
Energy above the lowest of the compared OMol25 structures with the same formula, charge and spin ... 38.7 kcal/mol